No. 1
The following is a DFT calculation (the ωB97M-V functional and the def2-TZVPD basis) of 16 unconnected molecules or ions with the total composition C102H163F30N15O2P5 at a distorted geometry.

XYZ file:
```
317
C102H163F30N15O2P5 the ωB97M-V functional and the def2-TZVPD basis
C 5.31 -2.98 -1.84
C 5.01 -3.36 -3.27
C 5.88 -4.41 -3.87
N 5.52 -4.90 -5.32
C 4.17 -5.44 -5.45
C 6.51 -6.01 -5.70
C 6.58 -5.90 -7.26
C 5.85 -4.58 -7.68
C 5.67 -3.76 -6.37
H 5.01 -3.82 -1.24
H 4.67 -2.17 -1.53
H 6.36 -2.78 -1.54
H 5.04 -2.48 -3.94
H 3.97 -3.65 -3.39
H 5.78 -5.35 -3.34
H 6.90 -4.06 -4.01
H 4.02 -5.74 -6.48
H 3.41 -4.72 -5.08
H 4.08 -6.35 -4.82
H 6.09 -6.92 -5.25
H 7.51 -5.80 -5.24
H 5.99 -6.70 -7.72
H 7.59 -6.04 -7.69
H 4.85 -4.75 -8.06
H 6.46 -4.06 -8.40
H 4.80 -3.12 -6.31
H 6.57 -3.22 -6.11
C -2.74 4.33 -1.73
C -3.89 5.05 -2.37
C -3.44 5.67 -3.67
N -4.44 6.38 -4.51
C -5.03 7.61 -3.72
C -5.55 5.54 -4.92
C -6.17 6.23 -6.15
C -5.01 7.07 -6.75
C -3.77 6.88 -5.78
H -1.83 4.92 -1.51
H -2.49 3.50 -2.45
H -3.06 3.88 -0.79
H -4.29 5.87 -1.79
H -4.75 4.45 -2.59
H -3.09 4.88 -4.31
H -2.58 6.37 -3.57
H -5.52 8.38 -4.34
H -4.17 8.09 -3.24
H -5.78 7.32 -2.98
H -6.27 5.31 -4.12
H -5.12 4.56 -5.25
H -7.10 6.80 -5.95
H -6.34 5.42 -6.86
H -5.32 8.13 -6.91
H -4.75 6.68 -7.75
H -3.15 7.73 -5.55
H -3.17 6.01 -6.06
C -2.31 0.17 -1.57
C -1.42 -0.75 -0.79
C -0.52 0.09 0.05
N 0.64 -0.58 0.86
C 1.89 -0.77 -0.03
C 0.09 -1.86 1.40
C -0.86 -1.41 2.49
C -0.28 -0.08 2.99
C 0.92 0.29 2.07
H -3.04 -0.41 -2.13
H -1.64 0.70 -2.23
H -2.82 0.93 -0.99
H -0.92 -1.48 -1.41
H -2.04 -1.33 -0.10
H -1.09 0.64 0.78
H -0.08 0.85 -0.65
H 2.59 -1.48 0.46
H 2.39 0.18 -0.16
H 1.55 -1.23 -0.95
H 0.93 -2.48 1.72
H -0.45 -2.37 0.60
H -0.98 -2.10 3.31
H -1.85 -1.21 2.15
H 0.07 -0.10 4.01
H -0.98 0.70 2.95
H 1.95 0.00 2.39
H 1.02 1.35 1.83
C -8.90 -4.00 -8.63
C -8.34 -2.62 -8.47
C -6.91 -2.56 -8.92
N -6.14 -1.31 -8.46
C -6.96 -0.04 -8.60
C -4.81 -1.31 -9.16
C -3.75 -1.32 -8.04
C -4.47 -2.09 -6.94
C -5.83 -1.39 -6.99
H -8.32 -4.75 -8.08
H -8.98 -4.33 -9.66
H -9.88 -4.07 -8.19
H -8.27 -2.40 -7.40
H -9.02 -1.89 -8.94
H -6.86 -2.46 -10.00
H -6.36 -3.46 -8.64
H -7.84 -0.07 -8.00
H -7.33 0.16 -9.60
H -6.36 0.82 -8.23
H -4.75 -0.47 -9.86
H -4.71 -2.22 -9.76
H -3.60 -0.27 -7.75
H -2.87 -1.75 -8.47
H -4.02 -1.87 -5.98
H -4.55 -3.18 -7.06
H -5.87 -0.32 -6.66
H -6.63 -1.88 -6.47
C 5.30 -10.08 4.53
C 5.03 -8.63 4.25
C 3.57 -8.31 4.18
N 3.24 -6.76 4.21
C 3.99 -6.07 5.35
C 1.77 -6.58 4.21
C 1.29 -6.83 2.73
C 2.49 -6.48 1.83
C 3.68 -6.26 2.82
H 4.91 -10.79 3.83
H 4.89 -10.37 5.52
H 6.39 -10.16 4.66
H 5.59 -8.40 3.33
H 5.54 -7.97 4.99
H 3.05 -8.72 5.00
H 3.09 -8.60 3.24
H 5.07 -6.11 5.21
H 3.75 -6.63 6.25
H 3.71 -5.02 5.39
H 1.58 -5.52 4.47
H 1.33 -7.24 4.96
H 0.40 -6.32 2.42
H 0.95 -7.84 2.48
H 2.38 -5.58 1.20
H 2.79 -7.32 1.20
H 3.94 -5.18 2.95
H 4.63 -6.76 2.58
C -6.64 2.01 5.64
N -5.70 1.80 6.80
C -6.09 2.22 8.00
C -5.38 1.98 9.17
C -4.15 1.36 9.13
C -3.70 1.04 7.84
C -4.50 1.20 6.69
C -3.29 1.03 10.27
C -2.46 -0.09 10.29
C -1.69 -0.45 11.35
N -1.74 0.35 12.46
C -2.49 1.44 12.49
C -3.33 1.79 11.46
C -1.04 -0.17 13.68
H -6.12 1.82 4.71
H -6.86 3.06 5.59
H -7.54 1.39 5.74
H -7.02 2.78 7.99
H -5.90 2.31 10.08
H -2.77 0.53 7.81
H -4.25 0.89 5.68
H -2.50 -0.79 9.46
H -1.05 -1.33 11.32
H -2.54 1.90 13.50
H -3.91 2.72 11.51
H -1.57 -1.09 13.95
H -1.14 0.49 14.58
H 0.03 -0.35 13.44
C 3.35 10.16 -1.05
N 2.32 9.28 -0.40
C 1.59 9.69 0.67
C 0.72 8.82 1.28
C 0.47 7.53 0.78
C 1.19 7.17 -0.36
C 2.09 8.07 -0.96
C -0.65 6.74 1.24
C -1.83 7.40 1.63
C -2.95 6.66 2.10
N -2.90 5.33 2.08
C -1.71 4.70 1.82
C -0.59 5.36 1.40
C -4.14 4.58 2.50
H 3.26 10.04 -2.15
H 4.39 9.91 -0.77
H 3.13 11.20 -0.78
H 1.85 10.72 0.99
H 0.11 9.25 2.06
H 1.06 6.25 -0.93
H 2.54 7.88 -1.93
H -1.97 8.45 1.76
H -3.86 7.07 2.52
H -1.70 3.63 1.70
H 0.26 4.80 1.01
H -4.90 4.50 1.70
H -4.48 5.04 3.43
H -3.86 3.54 2.67
C -2.52 -7.04 7.13
N -2.97 -6.83 5.73
C -2.46 -5.80 5.02
C -3.02 -5.38 3.86
C -4.15 -6.06 3.37
C -4.56 -7.19 4.08
C -3.96 -7.56 5.27
C -4.84 -5.66 2.11
C -4.92 -4.32 1.79
C -5.56 -3.94 0.58
N -6.01 -4.86 -0.29
C -5.97 -6.19 0.09
C -5.39 -6.60 1.26
C -6.59 -4.37 -1.54
H -1.59 -6.51 7.35
H -2.27 -8.09 7.30
H -3.28 -6.72 7.85
H -1.70 -5.20 5.52
H -2.61 -4.47 3.39
H -5.46 -7.77 3.90
H -4.13 -8.42 5.89
H -4.45 -3.58 2.37
H -5.74 -2.86 0.41
H -6.45 -6.86 -0.64
H -5.53 -7.64 1.53
H -7.66 -4.56 -1.56
H -6.15 -4.90 -2.39
H -6.40 -3.35 -1.65
C 9.35 2.41 -9.53
N 8.37 2.18 -8.49
C 8.33 2.88 -7.38
C 7.32 2.60 -6.41
C 6.38 1.64 -6.64
C 6.51 0.92 -7.83
C 7.47 1.18 -8.73
C 5.09 1.50 -5.85
C 3.85 1.96 -6.39
C 2.73 2.00 -5.62
N 2.84 1.58 -4.35
C 3.92 0.99 -3.82
C 5.12 0.93 -4.54
C 1.68 1.73 -3.45
H 8.85 2.29 -10.50
H 10.21 1.74 -9.44
H 9.79 3.37 -9.39
H 9.14 3.59 -7.28
H 7.29 3.02 -5.42
H 5.75 0.19 -8.07
H 7.71 0.67 -9.64
H 3.87 2.31 -7.40
H 1.75 2.36 -5.92
H 3.84 0.59 -2.84
H 5.98 0.59 -3.98
H 1.28 0.73 -3.17
H 0.90 2.30 -3.96
H 2.05 2.25 -2.56
C 9.67 2.59 1.47
N 8.44 2.64 2.34
C 7.22 2.41 1.89
C 6.14 2.37 2.76
C 6.32 2.69 4.11
C 7.62 2.98 4.52
C 8.66 2.98 3.62
C 5.19 2.63 5.08
C 3.85 2.46 4.63
C 2.83 2.32 5.52
N 3.12 2.18 6.82
C 4.33 2.34 7.30
C 5.41 2.50 6.44
C 1.97 1.93 7.75
H 10.17 1.65 1.64
H 10.28 3.46 1.63
H 9.40 2.61 0.42
H 7.10 2.21 0.82
H 5.17 2.19 2.33
H 7.83 3.18 5.54
H 9.72 3.18 3.82
H 3.64 2.57 3.57
H 1.85 2.12 5.26
H 4.45 2.24 8.37
H 6.44 2.44 6.80
H 2.21 2.37 8.70
H 1.81 0.85 7.92
H 1.04 2.35 7.37
P -1.24 3.28 5.44
F -1.66 4.69 4.72
F -0.21 2.90 4.26
F -0.05 4.00 6.22
F -0.83 1.85 6.13
F -2.32 3.61 6.59
F -2.42 2.53 4.62
P -2.90 1.86 -5.31
F -4.15 1.77 -6.35
F -1.88 1.31 -6.39
F -2.74 3.40 -5.75
F -1.72 2.11 -4.19
F -3.96 2.48 -4.12
F -3.18 0.41 -4.71
P -4.82 0.28 1.88
F -6.16 -0.54 1.64
F -3.89 -0.87 1.26
F -4.89 1.05 0.48
F -3.41 1.03 2.13
F -5.65 1.44 2.65
F -4.62 -0.50 3.38
P 1.36 -2.11 -4.47
F 1.87 -3.44 -3.72
F 0.83 -2.89 -5.65
F -0.03 -2.18 -3.62
F 0.88 -0.69 -5.07
F 2.08 -1.22 -3.30
F 2.83 -2.00 -5.18
P 0.57 -2.33 5.94
F 0.17 -3.85 6.37
F 0.48 -1.89 7.49
F 2.12 -2.71 6.18
F 0.95 -0.79 5.64
F 0.70 -2.67 4.34
F -1.01 -1.94 5.85
C 3.48 4.57 0.97
C 3.00 3.27 0.39
O 3.77 2.26 0.53
O 1.89 3.29 -0.17
H 3.69 5.28 0.18
H 4.41 4.43 1.49
H 2.75 5.01 1.63
```

Orbital gap, eV: 6.694
Molecular weight, g mol⁻¹: 2356.3
Strongest force on any atom, eV/A: 3.3
HOMO level, eV: -21.20
Total charge: +9
E_LUMO, eV: -14.503

=====

No. 2
The following is a DFT calculation (the ωB97M-V functional and the def2-TZVPD basis) of 4 unconnected molecules or ions with the total composition C5H20N2O3 at a distorted geometry.

XYZ file:
```
30
C5H20N2O3 the ωB97M-V functional and the def2-TZVPD basis
C 1.28 1.15 -2.09
C 0.61 2.06 -1.06
C 0.57 1.61 0.42
C -0.75 1.00 0.82
C -1.63 1.56 1.61
N -1.02 -0.39 0.37
N 1.29 3.41 -1.14
H 0.91 1.51 -3.06
H 0.83 0.17 -1.96
H 2.36 1.06 -2.19
H -0.40 2.19 -1.45
H 0.83 2.37 1.15
H 1.32 0.82 0.52
H -2.62 1.22 1.92
H -1.66 2.53 2.09
H -0.30 -0.81 -0.26
H -1.05 -1.03 1.17
H -1.80 -0.52 -0.28
H 1.44 3.74 -2.10
H 0.85 4.21 -0.67
H 2.27 3.34 -0.84
H 0.10 -2.87 -1.83
H -0.57 -1.88 -2.83
O -0.21 -1.96 -1.94
H -0.41 -3.23 1.26
H -1.56 -3.68 0.42
O -0.95 -2.93 0.48
H 0.20 -3.38 3.56
H 0.83 -4.38 2.67
O 0.54 -3.45 2.66
```

Orbital gap, eV: 11.387
Molecular weight, g mol⁻¹: 156.2
Strongest force on any atom, eV/A: 2.5
HOMO level, eV: -17.49
Energy above the lowest of the compared OMol25 structures with the same formula, charge and spin, kcal per mole: 21.4
Total charge: +2
E_LUMO, eV: -6.105

=====

No. 3
The following is a DFT calculation (the ωB97M-V functional and the def2-TZVPD basis) of a molecular structure, C46H39BBr2N2O9P at a distorted geometry.

XYZ file:
```
100
C46H39BBr2N2O9P the ωB97M-V functional and the def2-TZVPD basis
C 2.08 5.35 1.39
C 2.74 3.87 1.17
C 2.49 3.21 -0.29
Br 1.77 4.67 -1.51
P 1.21 1.79 -0.37
N 0.19 2.46 0.93
Br -0.35 0.06 -0.51
C 2.21 0.65 0.81
O 3.55 0.45 0.20
O 4.28 -0.39 0.94
B 2.06 0.97 -1.92
N 2.89 1.68 -2.95
O 1.85 -0.49 -2.14
H 2.24 5.60 2.53
H 0.94 5.40 1.22
H 2.66 6.20 0.82
H 2.42 3.23 2.08
H 3.90 4.03 1.28
H 3.55 2.94 -0.72
H 0.40 2.54 -1.32
H 0.51 2.20 1.88
H 0.00 3.47 0.82
H 1.65 -0.37 0.93
H 2.37 1.06 1.88
H 5.21 -0.29 0.58
H 2.41 2.48 -3.39
H 3.85 1.90 -2.63
H 2.62 -0.76 -2.72
C -2.85 -1.92 -0.62
C -3.61 -3.07 -0.79
C -4.98 -3.05 -0.52
C -5.58 -1.87 -0.06
C -4.81 -0.72 0.14
C -3.44 -0.74 -0.16
C -5.43 0.51 0.67
O -4.76 1.52 0.84
C -6.87 0.50 1.00
C -7.45 1.65 1.56
C -8.81 1.66 1.87
C -9.59 0.53 1.61
C -9.01 -0.61 1.06
C -7.65 -0.63 0.77
C -7.03 -1.85 0.21
O -7.72 -2.84 -0.01
H -1.78 -1.93 -0.85
H -3.14 -3.98 -1.14
H -5.57 -3.95 -0.66
H -2.84 0.15 -0.02
H -6.85 2.53 1.76
H -9.26 2.54 2.31
H -10.65 0.54 1.84
H -9.63 -1.49 0.87
C 3.37 -1.53 3.46
C 3.18 -2.65 4.27
C 3.36 -2.55 5.64
C 3.75 -1.34 6.21
C 3.97 -0.22 5.40
C 3.77 -0.32 4.02
C 4.43 1.05 5.98
O 4.62 2.03 5.27
C 4.68 1.13 7.44
C 5.17 2.31 8.00
C 5.39 2.40 9.37
C 5.11 1.31 10.19
C 4.62 0.13 9.64
C 4.41 0.03 8.26
C 3.93 -1.24 7.68
O 3.69 -2.20 8.40
H 3.21 -1.60 2.38
H 2.88 -3.59 3.83
H 3.21 -3.43 6.27
H 3.92 0.55 3.38
H 5.39 3.17 7.37
H 5.77 3.32 9.80
H 5.27 1.38 11.27
H 4.41 -0.72 10.28
C 0.72 -2.82 -3.88
C 1.12 -1.49 -3.94
C 0.81 -0.72 -5.06
C 0.09 -1.29 -6.12
C -0.29 -2.63 -6.07
C 0.01 -3.39 -4.94
C -0.99 -3.25 -7.20
O -1.33 -4.43 -7.16
C -1.28 -2.44 -8.41
C -1.90 -3.03 -9.51
C -2.18 -2.27 -10.65
C -1.86 -0.92 -10.67
C -1.24 -0.32 -9.58
C -0.94 -1.09 -8.45
C -0.25 -0.46 -7.30
O 0.04 0.73 -7.33
H 0.95 -3.42 -3.00
H 1.71 -1.02 -3.08
H 1.12 0.32 -5.11
H -0.29 -4.43 -4.88
H -2.15 -4.09 -9.50
H -2.66 -2.74 -11.51
H -2.09 -0.32 -11.55
H -0.99 0.73 -9.61
```

Orbital gap, eV: 5.315
Molecular weight, g mol⁻¹: 965.4
Strongest force on any atom, eV/A: 10.3
HOMO level, eV: -4.79
Energy above the lowest of the compared OMol25 structures with the same formula, charge and spin, kcal per mole: 77.5
Total charge: -1
E_LUMO, eV: 0.522

=====

Q: orbital gap of number 2 (C5H20N2O3)?
A: 11.387 eV

=====

What did the second record say?
The following is a DFT calculation (the ωB97M-V functional and the def2-TZVPD basis) of 4 unconnected molecules or ions with the total composition C5H20N2O3 at a distorted geometry.

XYZ file:
```
30
C5H20N2O3 the ωB97M-V functional and the def2-TZVPD basis
C 1.28 1.15 -2.09
C 0.61 2.06 -1.06
C 0.57 1.61 0.42
C -0.75 1.00 0.82
C -1.63 1.56 1.61
N -1.02 -0.39 0.37
N 1.29 3.41 -1.14
H 0.91 1.51 -3.06
H 0.83 0.17 -1.96
H 2.36 1.06 -2.19
H -0.40 2.19 -1.45
H 0.83 2.37 1.15
H 1.32 0.82 0.52
H -2.62 1.22 1.92
H -1.66 2.53 2.09
H -0.30 -0.81 -0.26
H -1.05 -1.03 1.17
H -1.80 -0.52 -0.28
H 1.44 3.74 -2.10
H 0.85 4.21 -0.67
H 2.27 3.34 -0.84
H 0.10 -2.87 -1.83
H -0.57 -1.88 -2.83
O -0.21 -1.96 -1.94
H -0.41 -3.23 1.26
H -1.56 -3.68 0.42
O -0.95 -2.93 0.48
H 0.20 -3.38 3.56
H 0.83 -4.38 2.67
O 0.54 -3.45 2.66
```

Orbital gap, eV: 11.387
Molecular weight, g mol⁻¹: 156.2
Strongest force on any atom, eV/A: 2.5
HOMO level, eV: -17.49
Energy above the lowest of the compared OMol25 structures with the same formula, charge and spin, kcal per mole: 21.4
Total charge: +2
E_LUMO, eV: -6.105

=====

Q: Among the records above, which one has the highest HOMO level?
A: C46H39BBr2N2O9P